Entry 1:
Molecular formula: C6H9F
Method: DFT, ωB97M-V/def2-TZVPD

Properties
**Frontier orbital gap (spin up / spin down)**: 8.2927 / 7.4255 eV
**Charge**: 0
**Lowest unoccupied orbital energy (spin up / spin down)**: -0.0107 / -0.0036 Eh
**Energy above the lowest of the compared OMol25 structures with the same formula, charge and spin**: 438.23 kJ/mol

CARTESIAN COORDINATES (ANGSTROEM)
C -1.855 0.022 0.192
C -2.826 -0.456 0.994
C -0.742 -0.696 -0.075
C 0.708 1.128 -1.238
C 1.540 -0.210 0.882
C 0.680 -0.295 -0.455
F -0.831 -2.055 0.136
H -1.965 1.154 0.196
H -3.251 -1.434 1.050
H -0.046 1.107 -2.001
H 1.682 1.470 -1.762
H 0.356 1.905 -0.609
H 0.980 -0.547 1.729
H 1.891 0.872 1.103
H 2.492 -0.854 0.753
H 1.187 -1.111 -0.895

Entry 2:
Molecular formula: C6H9F
Method: DFT, ωB97M-V/def2-TZVPD

Properties
**Structure (SMILES)**: C=C[C@@]1(C)C[C@@H]1F
**Frontier orbital gap**: 10.6621 eV
**Charge**: 0
**Lowest unoccupied orbital energy**: 0.0401 Eh
**Energy above the lowest of the compared OMol25 structures with the same formula, charge and spin**: 234.27 kJ/mol

CARTESIAN COORDINATES (ANGSTROEM)
C 0.741 -0.157 1.962
C -0.293 -0.537 1.241
C -0.264 -0.062 -0.491
C -1.335 0.947 -0.831
C 1.098 -0.214 -1.036
C 0.059 -1.322 -1.203
F -0.409 -1.438 -2.486
H 0.796 -0.319 3.016
H 1.654 0.142 1.563
H -1.141 -1.056 1.755
H -0.962 1.207 -1.854
H -1.332 1.729 -0.137
H -2.287 0.397 -0.895
H 1.950 -0.463 -0.466
H 1.174 0.314 -1.924
H 0.223 -2.206 -0.583

Entry 3:
Molecular formula: C6H9F2N2
Method: DFT, ωB97M-V/def2-TZVPD

Properties
**Frontier orbital gap**: 9.0126 eV
**Charge**: +1
**Lowest unoccupied orbital energy**: -0.1861 Eh
**Energy above the lowest of the compared OMol25 structures with the same formula, charge and spin**: 117.76 kJ/mol

CARTESIAN COORDINATES (ANGSTROEM)
C 0.427 -0.543 0.032
C 1.590 -0.062 0.416
C -0.816 -0.005 0.450
C -3.207 -0.119 -0.080
C 2.829 -0.815 0.051
C 1.833 1.299 1.110
N -1.943 -0.276 -0.115
N -4.279 0.248 -0.282
F -0.858 0.772 1.489
F -2.943 -0.876 -2.624
H 0.296 -1.378 -0.521
H 3.198 -0.307 -0.883
H 2.727 -1.804 -0.115
H 3.653 -0.568 0.873
H 2.799 1.376 1.435
H 1.239 1.205 1.985
H 1.431 2.172 0.585
H -5.233 0.376 -0.303
H -2.743 -0.696 -3.504

Entry 4:
Molecular formula: C6H9F3N2S
Method: DFT, ωB97M-V/def2-TZVPD

Properties
**Frontier orbital gap**: 10.1479 eV
**Charge**: +2
**Lowest unoccupied orbital energy**: -0.3742 Eh
**Energy above the lowest of the compared OMol25 structures with the same formula, charge and spin**: 0.59 kJ/mol

CARTESIAN COORDINATES (ANGSTROEM)
C 1.316 -0.338 0.148
C -0.887 -0.218 -0.154
C -2.132 0.469 -0.342
C 0.317 1.930 -0.367
C 1.931 -2.657 0.678
C 2.707 0.319 0.012
N 0.285 0.476 -0.163
N 1.019 -1.628 0.343
F 2.774 1.352 0.757
F 3.732 -0.581 0.201
F 2.761 0.795 -1.188
S -0.659 -1.866 0.074
H -2.980 -0.016 -0.056
H -2.204 1.426 0.237
H -2.368 0.829 -1.424
H -0.626 2.237 -0.738
H 0.704 2.506 0.467
H 1.048 2.152 -1.167
H 1.834 -3.652 0.044
H 3.055 -2.391 0.701
H 1.608 -2.967 1.590

Entry 5:
Molecular formula: C6H9F3NO
Method: DFT, ωB97M-V/def2-TZVPD

Properties
**Multiplicity**: 3
**Frontier orbital gap (spin up / spin down)**: 9.1415 / 8.2195 eV
**Charge**: +1
**Lowest unoccupied orbital energy (spin up / spin down)**: -0.1064 / -0.3148 Eh
**⟨S²⟩**: 2.0073

CARTESIAN COORDINATES (ANGSTROEM)
C -1.958 -0.962 0.044
C 0.287 -1.480 -0.052
C -0.575 -2.448 0.869
C -0.714 2.004 0.068
C -0.472 0.884 -0.968
C -3.254 -0.324 -0.368
N -0.717 -0.403 -0.263
O -1.929 -2.193 0.537
F -3.455 -0.437 -1.639
F -4.244 -0.824 0.283
F -3.272 0.958 -0.076
H 1.189 -1.247 0.509
H 0.545 -1.814 -1.015
H -0.455 -3.471 0.816
H -0.569 -2.163 1.936
H 0.004 2.808 -0.029
H -1.742 2.507 0.000
H -0.647 1.538 1.159
H 0.569 0.735 -1.248
H -1.163 1.065 -1.766

Entry 6:
Molecular formula: C6H9F3O6S
Method: DFT, ωB97M-V/def2-TZVPD

Properties
**Multiplicity**: 2
**Frontier orbital gap (spin up / spin down)**: 2.8444 / 7.8091 eV
**Charge**: -1
**Lowest unoccupied orbital energy (spin up / spin down)**: 0.1041 / 0.1040 Eh
**⟨S²⟩**: 0.7530

CARTESIAN COORDINATES (ANGSTROEM)
C 0.442 3.185 0.129
C -0.765 2.341 0.373
O -1.098 1.699 -0.901
C -2.060 0.641 -0.945
O -2.676 0.184 0.003
C -2.244 0.157 -2.371
F -3.508 0.232 -2.734
F -1.484 0.833 -3.224
F -1.864 -1.136 -2.492
H 0.756 3.731 1.019
H 0.239 3.941 -0.629
H 1.216 2.459 -0.118
H -1.665 2.935 0.533
H -0.637 1.562 1.124
C 0.518 -1.668 0.266
C 0.772 -3.039 0.902
O 1.771 -2.819 1.924
S 2.757 -1.536 1.552
O 3.978 -1.965 0.861
O 2.718 -0.736 2.812
O 1.768 -1.037 0.332
H -0.263 -1.209 0.871
H 0.231 -1.589 -0.783
H 1.255 -3.717 0.198
H -0.156 -3.449 1.299

E values, unit a.u., following the record order: -333.68944 -333.76713 -542.93562 -1040.59460 -663.18459 -1383.19871.